1.
The following is a quantum chemistry calculation of a cluster of 2 separate species, C20H34O7S in total, from the Open Molecules 2025 dataset.

```
62
Properties=species:S:1:pos:R:3:forces:R:3
C -6.707 -4.072 -3.558 -0.2 0.6 0.2
C -5.589 -3.627 -4.508 0.0 -0.4 -0.6
C -4.427 -4.649 -4.601 -0.6 -0.1 0.5
C -3.374 -4.408 -3.509 0.1 0.4 -0.5
C -2.388 -3.250 -3.861 -0.7 -0.8 0.3
C -2.018 -2.461 -2.591 0.2 -0.1 -0.8
C -0.655 -1.737 -2.695 -0.8 -0.3 0.3
C -0.150 -1.395 -1.273 -0.2 0.1 -0.4
C 0.551 -0.038 -1.142 0.9 -1.2 0.1
O 0.026 0.969 -2.020 0.2 1.2 0.4
C -0.422 2.059 -1.337 -1.3 -1.2 0.3
O -1.345 1.970 -0.559 1.0 0.6 -0.3
O 0.227 3.192 -1.679 0.1 -0.7 0.4
C 0.351 4.120 -0.625 0.3 1.7 -0.1
O 1.527 3.877 0.131 -0.4 -0.1 0.0
C 1.309 3.948 1.501 -0.2 -0.5 0.1
C 1.829 4.951 2.283 0.6 0.6 -0.5
C 1.557 4.957 3.637 0.2 0.4 0.8
C 0.776 3.992 4.222 -0.5 -0.6 0.5
C 0.260 2.968 3.445 -0.1 0.0 -0.1
C 0.545 2.964 2.101 -0.4 -0.9 -0.6
H -6.387 -4.124 -2.509 0.1 -0.2 -0.2
H -7.152 -5.024 -3.864 0.3 0.1 0.1
H -7.520 -3.332 -3.578 0.1 -0.1 0.0
H -5.216 -2.626 -4.250 -0.1 -0.2 0.1
H -6.037 -3.539 -5.508 0.1 0.1 0.2
H -4.022 -4.661 -5.621 0.2 0.1 0.3
H -4.890 -5.635 -4.442 0.2 0.1 -0.1
H -2.786 -5.315 -3.320 -0.2 0.1 0.1
H -3.919 -4.146 -2.590 0.2 -0.2 -0.1
H -2.877 -2.627 -4.622 0.3 0.2 0.2
H -1.523 -3.725 -4.342 0.0 0.4 0.1
H -2.829 -1.740 -2.415 0.3 0.0 0.2
H -2.029 -3.150 -1.735 0.2 0.1 -0.2
H 0.046 -2.404 -3.210 0.0 0.2 0.1
H -0.815 -0.860 -3.330 0.3 0.0 0.2
H -0.984 -1.478 -0.564 0.1 0.3 -0.2
H 0.560 -2.182 -0.982 0.0 0.3 0.1
H 1.605 -0.180 -1.426 -0.2 0.2 -0.1
H 0.574 0.269 -0.090 -0.3 0.3 -0.3
H -0.530 4.203 0.016 0.0 -0.6 -0.1
H 0.492 5.098 -1.102 -0.1 -0.3 -0.2
H 2.459 5.724 1.852 -0.1 -0.1 0.0
H 1.959 5.719 4.299 0.1 0.1 -0.4
H 0.573 3.986 5.289 0.1 0.2 -0.1
H -0.363 2.169 3.835 0.2 0.2 0.2
H 0.158 2.154 1.486 0.0 0.2 0.0
O 2.824 1.558 4.702 0.0 0.2 0.0
S 4.186 1.215 4.969 0.2 -0.6 0.1
O 5.184 2.225 5.137 -0.2 0.2 0.0
O 4.675 0.177 3.864 -0.1 -0.1 0.2
C 4.514 0.545 2.480 0.0 0.3 -0.7
C 5.554 1.551 2.029 0.0 0.2 0.2
C 4.255 0.119 6.348 0.0 -0.1 0.0
H 3.502 0.916 2.305 0.0 0.0 0.2
H 4.624 -0.375 1.908 0.0 -0.1 0.3
H 5.413 2.512 2.525 0.0 0.0 0.0
H 5.484 1.712 0.953 0.0 -0.1 0.0
H 6.557 1.203 2.274 0.0 -0.1 -0.1
H 3.525 -0.674 6.203 0.0 0.0 0.0
H 4.014 0.698 7.237 0.0 0.1 -0.1
H 5.261 -0.285 6.425 0.0 0.0 0.0
```
Forces are in eV/Å.

## Properties
Strongest force on any atom ... 1.76 eV/Å
Calculated total energy ... -46458.087 eV
Spin multiplicity ... 1
Gap between HOMO and LUMO ... 9.532 eV
SMILES string ... CCCCCCCCCOC(=O)OCOc1ccccc1.CCOS(C)(=O)=O

Löwdin atomic charge list, values in e, 4 entries: number 1, C, carries -0.123; number 2, C, carries -0.270; number 3, C, carries -0.228; number 4, C, carries -0.217

***

2.
The following is a quantum chemistry calculation of a structure of composition CsO4S, from the Open Molecules 2025 dataset.

```
6
Properties=species:S:1:pos:R:3:forces:R:3
Cs 0.373 0.200 2.847 -0.2 0.0 -1.4
S -0.063 -0.041 -0.574 -2.7 -0.5 -1.9
O -0.942 -1.223 -0.707 -0.8 0.1 0.2
O 0.282 0.520 -1.851 1.2 0.2 -2.1
O -0.736 1.081 0.128 -0.4 0.3 2.6
O 1.086 -0.537 0.157 2.9 -0.1 2.6
```
Forces are in eV/Å.

## Properties
Strongest force on any atom ... 3.95 eV/Å
Calculated total energy ... -19574.491 eV
Spin multiplicity ... 1
Energy above the lowest of the compared OMol25 structures with the same formula, charge and spin ... 7.8 kcal/mol
Gap between HOMO and LUMO ... 4.320 eV
Charge ... -1

Löwdin atomic charge list, values in e, 4 entries: number 1, Cs, carries 1.040; number 2, S, carries 0.026; number 3, O, carries -0.464; number 4, O, carries -0.417

***

3.
The following is a quantum chemistry calculation of a cluster of 2 separate species, C5H6N2 in total, from the Open Molecules 2025 dataset.

```
13
Properties=species:S:1:pos:R:3:forces:R:3
C 1.677 0.455 -0.952 -1.0 1.6 -1.1
C 1.734 -0.257 0.144 0.7 -2.2 1.7
C 0.239 0.785 -1.191 1.2 -3.7 3.7
C 0.273 -0.607 0.568 2.1 0.1 0.3
C -3.230 -1.439 0.121 -1.5 -1.9 -0.8
N -2.634 -0.908 0.934 0.1 0.4 0.5
N -0.501 0.114 -0.363 -0.8 1.4 -1.3
H 2.496 0.784 -1.547 0.5 0.3 -0.3
H 2.714 -0.635 0.554 -1.5 0.3 -0.2
H -0.260 1.446 -1.765 -1.0 2.1 -2.5
H 0.011 -0.256 1.584 0.2 -0.2 -0.4
H -3.849 -2.146 -0.481 1.0 1.3 0.6
H 0.083 -1.698 0.548 0.1 0.5 -0.1
```
Forces are in eV/Å.

## Properties
Strongest force on any atom ... 5.36 eV/Å
Calculated total energy ... -8259.842 eV
Spin multiplicity ... 1
Energy above the lowest of the compared OMol25 structures with the same formula, charge and spin ... 58.0 kcal/mol
Gap between HOMO and LUMO ... 10.369 eV
SMILES string ... C1=CCN=C1.C#N

Löwdin atomic charge list, values in e, 4 entries: number 1, C, carries -0.093; number 2, C, carries -0.079; number 3, C, carries -0.101; number 4, C, carries -0.254

***

4.
The following is a quantum chemistry calculation of a cluster of 3 separate species, C4H16NO3 in total, from the Open Molecules 2025 dataset.

```
24
Properties=species:S:1:pos:R:3:forces:R:3
C -0.839 -0.260 2.142 0.8 1.0 -0.5
C 0.476 0.519 2.198 0.3 -0.1 1.6
C 1.268 0.862 0.949 -0.9 -0.6 -0.3
C 0.419 1.450 -0.207 1.7 -0.3 0.2
O 0.233 0.348 -1.103 -0.2 0.3 -0.1
N -0.593 -1.675 1.692 0.1 -0.6 0.3
H -1.478 0.290 1.450 -0.2 -0.7 -0.3
H -1.347 -0.228 3.094 0.0 -0.4 0.3
H 0.260 1.449 2.753 -0.1 -0.2 -0.3
H 1.174 -0.006 2.874 -0.3 0.0 0.0
H 1.722 -0.016 0.463 -0.1 0.0 0.4
H 2.120 1.414 1.347 -0.2 0.6 -0.6
H -0.532 1.904 0.039 -0.3 0.0 0.5
H 1.034 2.215 -0.670 -0.1 0.2 -0.4
H 0.130 0.733 -1.981 -0.3 0.0 -0.4
H 0.406 -1.869 1.562 0.0 0.7 -0.6
H -1.038 -1.907 0.753 0.6 -0.2 0.8
H -0.737 -2.400 2.414 -1.0 0.5 -0.3
H -0.123 0.967 -4.521 0.1 0.1 0.4
H -1.003 2.151 -4.330 -0.1 0.3 0.3
O -0.373 1.612 -3.838 0.1 -0.5 -0.6
H 0.231 -1.744 -1.063 -0.6 -0.2 0.0
H -0.686 -2.969 -1.440 0.1 0.1 0.0
O -0.353 -2.447 -0.701 0.4 0.1 -0.5
```
Forces are in eV/Å.

## Properties
Strongest force on any atom ... 1.76 eV/Å
Calculated total energy ... -12033.816 eV
Spin multiplicity ... 1
Energy above the lowest of the compared OMol25 structures with the same formula, charge and spin ... 18.8 kcal/mol
Gap between HOMO and LUMO ... 11.075 eV
Charge ... +1

Löwdin atomic charge list, values in e, 4 entries: number 1, C, carries -0.133; number 2, C, carries -0.207; number 3, C, carries -0.162; number 4, C, carries -0.211

***

5.
The following is a quantum chemistry calculation of a cluster of 4 separate species, C4H16N8O4 in total, from the Open Molecules 2025 dataset.

```
32
Properties=species:S:1:pos:R:3:forces:R:3
C -0.060 1.764 -0.958 -1.0 -2.2 0.1
O 0.064 1.107 -1.992 -0.4 0.0 0.0
N 0.413 3.002 -0.854 0.7 1.5 -0.2
N -0.695 1.283 0.138 0.4 1.4 -0.1
H 0.453 3.501 0.018 0.1 0.0 -0.1
H 1.004 3.285 -1.617 0.0 0.2 0.2
H -1.087 0.351 0.223 0.3 0.2 -0.1
H -0.593 1.937 0.896 -0.5 -0.7 0.6
C 1.767 -0.515 -4.294 1.5 0.6 -0.9
O 2.413 -1.006 -5.232 0.0 0.7 0.4
N 0.798 -1.219 -3.740 -1.3 -1.6 0.0
N 1.978 0.698 -3.745 1.0 1.0 -0.3
H 0.349 -1.005 -2.865 -0.1 0.0 -0.2
H 0.769 -2.087 -4.254 -0.7 -0.2 0.8
H 1.289 1.162 -3.150 0.2 -0.5 -0.2
H 2.752 1.215 -4.128 -0.2 0.0 -0.1
C -1.257 -2.525 0.886 -0.8 1.6 1.0
O -1.368 -1.330 0.602 -0.3 -0.9 -0.4
N -2.278 -3.341 1.208 -0.3 0.1 -0.4
N -0.069 -3.081 1.138 1.3 0.5 -0.4
H -3.173 -3.119 0.801 -0.1 -0.5 0.2
H -1.940 -4.258 1.431 -1.1 -0.5 -0.2
H 0.602 -2.330 1.218 0.6 -0.8 0.2
H -0.053 -3.924 1.682 0.7 0.1 0.1
C 0.181 1.640 3.428 1.3 0.2 -1.8
O 1.152 2.376 3.315 -0.4 0.4 0.7
N -1.081 2.018 3.687 -1.0 1.2 0.7
N 0.253 0.351 3.072 -0.1 -2.8 -0.1
H -1.855 1.382 3.624 0.0 0.1 0.1
H -1.248 3.002 3.808 -0.1 -0.1 0.1
H -0.560 -0.225 2.921 -0.2 0.3 0.1
H 1.079 -0.107 2.730 0.4 0.8 0.2
```
Forces are in eV/Å.

## Properties
Strongest force on any atom ... 2.80 eV/Å
Calculated total energy ... -24521.850 eV
Spin multiplicity ... 1
Energy above the lowest of the compared OMol25 structures with the same formula, charge and spin ... 25.5 kcal/mol
Gap between HOMO and LUMO ... 8.568 eV
SMILES string ... NC(N)=O.NC(N)=O.NC(N)=O.NC(N)=O

Löwdin atomic charge list, values in e, 4 entries: number 1, C, carries -0.655; number 2, O, carries -0.008; number 3, N, carries 0.174; number 4, N, carries 0.180

***

6.
The following is a quantum chemistry calculation of a cluster of 2 separate species, C21H21BCl2F4NO9PS in total, from the Open Molecules 2025 dataset.

```
61
Properties=species:S:1:pos:R:3:forces:R:3
C -3.411 -2.944 -0.463 0.9 0.3 0.1
C -1.951 -2.274 -0.709 -1.2 -0.4 -0.5
O -1.625 -2.541 -2.110 1.4 1.1 1.2
C -0.268 -2.083 -2.405 0.0 -0.9 -1.0
C -0.349 -1.295 -3.808 0.0 -1.9 -0.2
O 0.452 -0.085 -3.876 -1.1 1.2 2.0
C 0.067 0.870 -2.893 -2.4 1.8 0.8
C -1.165 1.620 -2.920 1.6 -1.5 0.0
C -2.239 1.409 -4.114 1.7 0.5 1.7
C -3.496 0.516 -3.691 -3.0 -1.9 -3.8
O -4.190 -0.003 -4.609 3.3 2.4 5.0
F -3.903 0.315 -2.324 1.6 0.8 -3.0
C -1.536 2.700 -1.765 -0.4 1.3 -0.7
O -2.096 3.782 -2.056 2.0 -4.2 1.1
C -1.069 2.259 -0.281 0.8 -0.7 2.1
C 0.313 1.477 -0.253 -1.5 0.6 2.6
C 0.924 0.973 1.080 -3.3 2.7 -0.4
B 2.328 0.105 1.202 0.7 -0.3 0.0
O 3.623 0.751 1.252 -3.1 -0.6 -1.6
C 2.169 -1.535 1.236 1.1 -0.3 -0.3
C 3.622 -2.190 1.554 -0.5 0.5 0.6
C 0.129 1.323 2.411 -1.3 0.9 -3.6
N 0.795 0.850 3.662 2.6 5.1 0.1
C 1.579 1.800 4.140 -1.5 -0.6 0.9
S 2.384 2.998 4.968 -2.2 -3.6 -2.6
C -1.251 2.105 2.402 2.1 -1.7 -2.5
P -2.088 2.466 4.043 -2.2 4.7 1.6
O -2.331 3.998 4.104 0.8 -4.9 -0.4
O -1.212 2.070 5.439 -1.5 -0.9 -2.4
O -3.573 1.574 4.141 3.9 0.0 0.3
C -1.899 2.570 1.028 3.8 -2.3 -0.6
C -3.280 3.313 0.851 -1.7 2.2 -0.4
F -4.142 3.368 1.963 2.4 -0.5 -2.5
F -2.977 4.689 0.522 -0.9 -3.5 0.7
F -4.106 2.790 -0.216 2.5 1.1 2.6
C 1.070 1.217 -1.663 1.4 0.2 -0.8
O 2.310 1.319 -1.835 -4.4 -0.6 1.2
H -4.114 -2.800 -1.367 1.4 -0.1 1.4
H -3.878 -2.412 0.439 0.6 -1.1 -1.2
H -3.249 -4.069 -0.288 -0.5 1.8 -0.1
H -1.122 -2.764 -0.077 -1.4 0.9 -0.6
H -2.011 -1.130 -0.556 0.3 -1.7 -0.1
H 0.220 -1.499 -1.550 -0.9 -0.5 -1.2
H 0.373 -3.037 -2.576 -0.9 1.6 0.4
H -1.452 -1.164 -4.086 1.6 0.1 0.6
H 0.091 -2.013 -4.607 -0.6 1.5 1.2
H -1.636 0.922 -4.974 -1.6 0.6 1.4
H -2.561 2.462 -4.432 0.0 -1.7 0.5
H 3.548 1.467 0.561 0.3 -0.5 1.2
H 1.867 -1.931 0.186 0.2 0.9 1.5
H 1.350 -1.885 1.960 1.2 0.5 -1.0
H 4.423 -1.807 0.826 -1.5 -0.5 1.1
H 3.631 -3.332 1.523 -0.2 1.7 0.0
H 3.902 -1.836 2.621 -0.2 -0.7 -1.8
H -1.323 1.132 5.718 0.3 0.8 -0.3
H -3.289 0.689 4.503 -0.8 0.9 -0.5
C 7.623 -2.917 0.502 0.2 0.2 0.1
Cl 6.298 -3.587 1.462 0.5 -0.1 0.1
Cl 7.922 -3.890 -0.943 0.1 0.1 0.0
H 7.363 -1.903 0.199 -0.1 -0.2 0.0
H 8.527 -2.899 1.110 -0.2 -0.1 -0.1
```
Forces are in eV/Å.

## Properties
Strongest force on any atom ... 6.38 eV/Å
Calculated total energy ... -98742.267 eV
Spin multiplicity ... 1
Gap between HOMO and LUMO ... 7.865 eV

Löwdin atomic charge list, values in e, 4 entries: number 1, C, carries -0.079; number 2, C, carries -0.245; number 3, O, carries -0.213; number 4, C, carries -0.152

***

- strongest force on any atom of number 3 (C5H6N2)?
  5.36 eV/Å

***

- Which formula does entry 3 have?
  C5H6N2